Record 1
The following is a quantum chemistry calculation of the molecule C2H4ClFN2 in a non-equilibrium geometry, from the OMol25 dataset.

Output
HOMO level, eV: -10.116
Frontier orbital gap, Eh: 0.3914
Energy above the lowest of the compared OMol25 structures with the same formula, charge and spin, kcal/mol: 10.4

Structure (ORCA input):
```
! wB97M-V def2-TZVPD RIJCOSX def2/J DEFGRID3
* xyz 0 1
C -0.44 0.00 -0.06
C 0.83 0.54 0.50
H -1.54 -1.53 -0.18
H 0.06 -1.84 0.07
H -1.00 1.57 -1.17
H 1.14 0.51 1.54
N -0.77 -1.25 0.40
N -1.30 0.62 -0.81
F 0.91 1.84 0.14
Cl 2.12 -0.46 -0.43
*
```

Record 2
The following is a quantum chemistry calculation of a structure of composition C39H65BrCl37I3NO4P2Si in a non-equilibrium geometry, from the OMol25 dataset.

Output
HOMO level, eV: -10.684
Frontier orbital gap, Eh: 0.2423

Structure (ORCA input):
```
! wB97M-V def2-TZVPD RIJCOSX def2/J DEFGRID3
* xyz 1 1
C 3.07 2.93 -2.74
C 2.00 2.44 -1.77
C 2.58 1.59 -0.57
I 2.34 2.58 1.34
C 2.06 0.18 -0.65
C 0.67 -0.03 -0.61
C -0.21 1.02 -0.38
C -1.54 0.86 -0.37
P -2.53 2.38 -0.01
O -2.20 3.40 -1.26
Br -1.44 3.10 1.82
C -2.19 -0.39 -0.60
Si -4.10 -0.59 -0.67
C -5.21 0.90 -0.44
C -4.48 -1.23 -2.42
C -4.68 -1.86 0.60
C -1.36 -1.49 -0.79
C -1.90 -2.92 -1.01
C -2.08 -3.77 0.29
C -3.29 -4.73 0.26
Cl -0.66 -4.88 0.53
C 0.08 -1.32 -0.80
C 1.02 -2.37 -1.01
C 2.37 -2.14 -1.02
C 3.27 -3.28 -1.34
I 3.84 -3.19 -3.40
C 3.65 -4.24 -0.49
C 3.24 -4.26 0.95
I 4.91 -5.78 -1.25
N 2.89 -0.87 -0.82
P 4.63 -0.59 -0.76
O 5.01 0.29 -1.85
O 4.81 0.02 0.68
O 5.53 -1.88 -0.78
H 3.44 3.89 -2.42
H 2.63 2.96 -3.72
H 3.90 2.24 -2.77
H 1.49 3.28 -1.31
H 1.26 1.83 -2.28
H 3.64 1.66 -0.70
H 0.16 2.02 -0.23
H -1.90 2.87 -2.01
H -6.20 0.62 -0.79
H -4.89 1.70 -1.10
H -5.27 1.31 0.56
H -4.88 -2.23 -2.30
H -5.22 -0.63 -2.93
H -3.57 -1.35 -3.01
H -5.08 -2.74 0.13
H -5.53 -1.41 1.13
H -3.94 -2.08 1.36
H -2.87 -2.94 -1.50
H -1.25 -3.48 -1.67
H -2.09 -3.13 1.16
H -2.96 -5.72 0.54
H -3.77 -4.81 -0.71
H -4.00 -4.44 1.02
H 0.69 -3.37 -1.17
H 3.29 -5.28 1.31
H 3.98 -3.71 1.53
H 2.26 -3.86 1.08
H 5.49 0.72 0.66
H 5.35 -2.51 -0.06
C -0.46 2.76 -5.72
Cl 1.07 1.96 -6.08
Cl -0.86 2.64 -3.99
H -0.38 3.81 -5.98
H -1.24 2.28 -6.29
C -6.55 -5.06 -3.52
Cl -5.78 -4.64 -1.98
Cl -5.78 -4.21 -4.87
H -6.46 -6.12 -3.67
H -7.59 -4.77 -3.47
C -6.02 -6.36 3.35
Cl -6.44 -5.71 1.76
Cl -4.33 -6.85 3.42
H -6.20 -5.59 4.10
H -6.65 -7.22 3.55
C 7.00 -4.57 3.56
Cl 5.93 -5.84 2.98
Cl 6.80 -3.05 2.67
H 6.75 -4.37 4.60
H 8.02 -4.90 3.47
C 2.20 6.49 -4.46
Cl 3.80 5.98 -5.00
Cl 1.16 5.10 -4.10
H 2.31 7.09 -3.57
H 1.73 7.08 -5.25
C 5.97 4.77 -0.17
Cl 5.87 3.05 -0.57
Cl 4.41 5.58 -0.38
H 6.27 4.88 0.86
H 6.69 5.23 -0.83
C 4.14 -0.79 4.59
Cl 3.14 -2.24 4.78
Cl 5.81 -1.07 5.10
H 4.15 -0.52 3.55
H 3.72 0.00 5.19
C 0.04 5.71 4.33
Cl 1.34 4.51 4.19
Cl 0.68 7.36 4.31
H -0.64 5.59 3.49
H -0.48 5.55 5.27
C -5.40 -3.78 6.50
Cl -3.70 -4.05 6.12
Cl -6.32 -5.30 6.54
H -5.47 -3.31 7.47
H -5.83 -3.14 5.74
C 9.03 -1.05 -1.27
Cl 10.73 -1.21 -1.72
Cl 8.79 0.20 -0.04
H 8.46 -0.78 -2.15
H 8.68 -2.00 -0.87
C -1.09 9.29 5.82
Cl -2.40 8.38 6.58
Cl -1.52 10.99 5.60
H -0.21 9.23 6.45
H -0.88 8.86 4.84
C 0.47 -1.21 -7.72
Cl 0.32 -2.97 -7.75
Cl -1.11 -0.42 -7.79
H 0.97 -0.91 -6.81
H 1.05 -0.90 -8.58
C -3.83 3.70 5.32
Cl -2.51 2.53 5.19
Cl -3.21 5.32 5.67
H -4.35 3.73 4.37
H -4.50 3.40 6.11
C -5.93 9.77 5.94
Cl -7.28 10.27 6.95
Cl -6.33 8.35 4.95
H -5.66 10.58 5.28
H -5.09 9.51 6.58
C -6.08 -9.31 -3.11
Cl -4.38 -9.20 -3.58
Cl -6.46 -8.09 -1.89
H -6.69 -9.12 -3.99
H -6.28 -10.29 -2.71
C -2.61 -5.88 -6.38
Cl -3.45 -7.03 -5.33
Cl -1.01 -5.46 -5.74
H -2.49 -6.33 -7.36
H -3.20 -4.98 -6.45
C -4.20 7.48 1.67
Cl -4.64 5.83 1.20
Cl -3.51 7.53 3.29
H -3.47 7.86 0.96
H -5.09 8.10 1.65
C 13.88 -0.07 -0.68
Cl 13.59 1.67 -0.65
Cl 15.26 -0.53 0.32
H 13.00 -0.58 -0.31
H 14.08 -0.37 -1.71
*
```

Record 3
The following is a quantum chemistry calculation of the molecule C5H11N in a non-equilibrium geometry, from the OMol25 dataset.

Output
HOMO level, eV: -8.788
Frontier orbital gap, Eh: 0.3628
Energy above the lowest of the compared OMol25 structures with the same formula, charge and spin, kcal/mol: 56.9

Structure (ORCA input):
```
! wB97M-V def2-TZVPD RIJCOSX def2/J DEFGRID3
* xyz 0 1
C 1.41 0.52 0.35
C 0.53 -0.79 0.12
C -0.83 -0.47 -0.71
C -1.34 -1.09 -1.77
C -1.77 0.56 -0.12
N 2.02 0.62 1.65
H 2.20 0.42 -0.37
H 0.78 1.52 0.02
H 0.99 -1.58 -0.46
H 0.23 -1.21 1.01
H -2.31 -0.74 -2.08
H -0.82 -1.87 -2.25
H -2.20 1.17 -0.93
H -1.08 1.24 0.35
H -2.07 0.06 0.80
H 2.86 1.16 1.98
H 1.40 0.47 2.41
*
```

Record 4
The following is a quantum chemistry calculation of a structure of composition C34H38GaN6O2S2Sb, from the OMol25 dataset.

Output
HOMO level, eV: -12.688
Frontier orbital gap, Eh: 0.2829
Energy above the lowest of the compared OMol25 structures with the same formula, charge and spin, kcal/mol: 8.6

Structure (ORCA input):
```
! wB97M-V def2-TZVPD RIJCOSX def2/J DEFGRID3
* xyz 2 1
Ga -0.78 0.50 -0.09
C -2.28 2.20 1.69
C -2.22 2.83 0.31
N -2.17 1.81 -0.77
C -3.49 1.38 -1.30
C -4.34 0.59 -0.32
S -3.50 -0.88 0.34
C -3.37 -0.57 2.13
C -2.01 -0.10 2.62
N -1.41 0.99 1.80
H -3.30 1.89 1.91
H -2.00 2.93 2.45
H -1.32 3.44 0.22
H -3.07 3.50 0.17
H -1.63 2.24 -1.54
H -3.29 0.78 -2.19
H -4.04 2.27 -1.61
H -5.21 0.23 -0.86
H -4.72 1.21 0.50
H -3.58 -1.53 2.61
H -4.18 0.09 2.43
H -1.29 -0.92 2.61
H -2.10 0.25 3.65
H -0.54 1.26 2.25
N 3.62 4.30 5.25
C 3.25 3.54 4.19
C 2.17 2.64 4.30
C 1.80 1.88 3.22
C 2.48 1.99 2.00
C 3.57 2.86 1.90
C 3.94 3.62 2.97
S 2.00 1.01 0.65
O 1.28 -0.15 1.19
O 3.10 0.83 -0.24
N 0.74 1.69 -0.17
C 0.94 2.77 -1.03
N 0.10 2.86 -2.07
C 0.31 3.88 -2.91
C 1.34 4.78 -2.75
C 2.13 4.60 -1.61
N 1.92 3.62 -0.75
H 3.18 4.20 6.14
H 4.44 4.88 5.20
H 1.66 2.53 5.25
H 1.04 1.11 3.34
H 4.11 2.92 0.96
H 4.80 4.28 2.89
H -0.37 3.96 -3.75
H 1.52 5.58 -3.45
H 2.94 5.28 -1.38
C -3.88 -4.49 -2.67
C -3.47 -4.74 -1.36
C -2.40 -4.04 -0.82
C -1.74 -3.09 -1.59
C -2.14 -2.85 -2.90
C -3.21 -3.55 -3.44
Sb -0.14 -1.94 -0.83
C 0.82 -3.12 0.61
C 0.15 -3.60 1.73
C 0.83 -4.39 2.65
C 2.17 -4.69 2.44
C 2.84 -4.21 1.32
C 2.17 -3.41 0.41
C 1.13 -1.77 -2.49
C 1.57 -0.53 -2.94
C 2.40 -0.46 -4.05
C 2.79 -1.62 -4.70
C 2.35 -2.86 -4.26
C 1.52 -2.94 -3.15
H -4.71 -5.05 -3.09
H -3.98 -5.49 -0.76
H -2.08 -4.26 0.19
H -1.61 -2.13 -3.52
H -3.51 -3.38 -4.47
H -0.90 -3.38 1.90
H 0.32 -4.77 3.52
H 2.70 -5.31 3.16
H 3.88 -4.44 1.17
H 2.70 -3.02 -0.45
H 1.29 0.38 -2.43
H 2.75 0.51 -4.40
H 3.44 -1.56 -5.57
H 2.65 -3.76 -4.77
H 1.17 -3.91 -2.81
*
```

The highest frontier orbital gap belongs to which entry?
C2H4ClFN2

The highest frontier orbital gap belongs to which entry?
C2H4ClFN2

Among the records above, which one has the highest frontier orbital gap?
C2H4ClFN2

Among the records above, which one has the lowest frontier orbital gap?
C39H65BrCl37I3NO4P2Si